136
Properties=species:S:1:pos:R:3:forces:R:3:lowdin_charge:R:1 method="wB97M-V/def2-TZVPD" e_lumo_ev="-2.606 / -8.563" spin_multiplicity=2 de_lowest_kcal_mol=57.8 gap_ev="7.908 / 1.951" e_homo_ev="-10.51 / -10.51" charge=+1 s_squared=0.76
C -7.990790 -20.947820 5.040230 0.299 -0.617 -1.173 -0.0520
C -8.555760 -20.902850 3.587630 0.000 1.165 0.480 -0.4107
C -8.155210 -19.562210 2.861170 -0.691 -0.798 0.174 -0.1759
O -8.409550 -18.383290 3.639290 0.561 -0.280 -0.368 -0.1898
C -9.775300 -17.975040 3.743020 1.171 -1.515 0.157 -0.1000
N -8.154550 -22.049440 2.777140 -0.024 0.873 -0.259 0.0546
H -8.501000 -20.313210 5.764840 0.268 0.046 -0.167 0.0661
H -6.917990 -20.776950 4.950740 0.128 0.623 0.305 0.0797
H -8.021020 -21.987020 5.367700 -0.480 0.024 0.190 0.0442
H -9.641520 -20.844110 3.663690 -0.340 -0.499 -0.043 0.0960
H -8.662510 -19.421510 1.906740 -0.462 -0.434 -0.124 0.1129
H -7.121190 -19.698650 2.544490 0.410 0.759 0.623 0.1206
H -9.821890 -16.918070 3.480850 -0.320 -0.037 0.296 0.0935
H -10.072280 -18.270730 4.749230 -0.328 0.828 0.383 0.0890
H -10.416500 -18.603860 3.125320 -0.047 0.201 -0.679 0.0542
H -8.571790 -22.901480 3.123600 -0.124 0.122 0.215 0.0121
H -7.160290 -22.177690 2.899970 0.336 0.020 -0.178 0.0799
C -15.464630 -23.503200 9.479900 0.117 0.182 -0.115 -0.0731
C -14.529480 -24.589590 10.020880 -1.042 0.908 -0.118 -0.4424
C -14.239690 -24.156030 11.450310 2.160 -0.955 -1.560 -0.1677
O -13.315610 -25.102190 12.088140 -1.957 1.129 -0.436 -0.1683
C -13.072030 -24.583080 13.366880 0.587 -0.728 0.636 -0.1334
N -15.130610 -25.906050 9.855160 -0.027 0.451 0.485 0.0549
H -16.325090 -23.315310 10.122100 -0.280 -0.405 -0.150 0.0767
H -15.750980 -23.775770 8.464120 -0.391 0.073 -0.015 0.0694
H -14.940280 -22.549530 9.419340 0.162 -0.059 -0.098 0.0516
H -13.665520 -24.493770 9.363230 0.698 -0.077 0.500 0.1067
H -15.148220 -23.847280 11.967370 0.011 -0.722 0.599 0.1205
H -13.652630 -23.254020 11.277610 -0.013 0.486 0.391 0.1127
H -12.511380 -23.650020 13.310530 -0.120 0.305 0.069 0.0832
H -12.461730 -25.302640 13.912650 0.069 -0.038 -0.039 0.0882
H -13.999500 -24.465200 13.927240 -0.082 0.287 0.059 0.0876
H -14.539190 -26.571090 10.332710 0.026 -0.336 -0.079 0.0685
H -15.103890 -26.083260 8.861190 -0.110 -0.488 -0.047 0.0649
C -8.442650 -25.156890 1.714980 2.546 0.423 0.728 -0.0743
C -9.693020 -25.689300 2.303110 -0.131 -0.826 0.055 -0.4580
C -10.410610 -24.816400 3.328690 0.951 1.687 0.428 -0.1580
O -9.506120 -24.044760 4.214390 -0.013 -1.768 0.979 -0.2707
C -8.876360 -24.858450 5.286600 -1.337 -0.148 -0.169 -0.0513
N -10.547390 -26.065210 1.175360 -0.681 0.030 1.035 0.0572
H -7.894300 -25.883060 1.114920 -0.682 -0.256 -0.363 0.0911
H -7.715700 -25.043050 2.519150 0.090 0.387 0.334 0.0756
H -8.403170 -24.204240 1.186770 -0.753 0.014 -0.039 0.0808
H -9.433040 -26.584140 2.868600 0.121 -0.431 -0.364 0.1356
H -11.153200 -25.322280 3.945730 0.097 -0.487 -0.014 0.1230
H -10.956460 -24.052130 2.775480 0.062 0.332 0.048 0.1042
H -8.873470 -25.913910 5.014380 0.656 0.115 -0.357 0.0862
H -9.444630 -24.886670 6.216320 -0.959 0.406 -0.112 0.0671
H -7.938420 -24.490350 5.702380 0.369 0.229 -1.223 0.0907
H -11.397340 -26.398070 1.607670 -0.540 -0.562 -0.282 0.0629
H -10.838570 -25.189440 0.765080 0.007 0.272 -0.568 0.0706
C -17.533810 -20.922190 12.557730 -1.799 -0.891 -0.024 -0.0518
C -17.144350 -21.608250 13.838740 2.204 0.399 0.295 -0.4551
C -15.971950 -20.842600 14.430990 -0.202 -0.675 2.454 -0.2608
O -14.771710 -21.052620 13.737720 -0.613 1.276 0.105 -0.1889
C -13.788760 -20.181580 14.293820 0.428 -1.365 -0.934 -0.0984
N -18.189750 -21.763450 14.815190 -1.129 0.520 0.001 0.0499
H -16.766940 -20.967350 11.784450 0.049 0.220 0.261 0.0715
H -17.963630 -19.934930 12.727060 0.479 0.231 0.020 0.0921
H -18.389640 -21.503580 12.214750 -0.129 -0.014 -0.691 0.0663
H -16.682880 -22.570020 13.614830 -0.005 -0.360 -0.462 0.1264
H -15.824850 -21.160610 15.463140 0.209 -1.384 0.467 0.1121
H -16.137360 -19.837690 14.819440 -0.465 1.100 -1.638 0.1265
H -14.007450 -19.117730 14.201700 -0.192 0.015 -0.259 0.0907
H -12.944790 -20.501020 13.682460 0.600 0.697 0.446 0.0809
H -13.626660 -20.415380 15.346040 0.110 -0.049 0.144 0.0897
H -19.030380 -22.131860 14.393630 -0.153 0.169 -0.238 0.0707
H -18.009610 -22.394920 15.582590 0.647 0.052 -0.048 0.0780
C -16.678730 -21.168360 2.657740 0.963 1.341 -0.556 -0.0814
C -16.942710 -22.491390 3.303030 -1.968 1.157 0.436 -0.4075
C -15.647670 -23.088350 3.805580 -0.583 -0.710 -0.854 -0.1822
O -14.809080 -23.389710 2.670710 -1.775 1.128 1.242 -0.1777
C -13.829400 -24.287920 3.014520 1.786 -0.276 -1.433 -0.1463
N -17.859280 -22.192730 4.441910 1.343 -0.472 0.679 0.0357
H -17.469740 -20.556170 2.224600 -0.588 -0.766 -0.164 0.0844
H -15.882190 -21.230420 1.916280 -0.017 -0.117 -0.189 0.0726
H -16.330260 -20.498820 3.444120 0.352 -0.008 0.336 0.0611
H -17.475660 -23.188030 2.655910 0.551 -0.174 -0.449 0.1456
H -15.957290 -24.011300 4.295890 0.429 -0.313 0.293 0.1309
H -15.121100 -22.450890 4.515840 -0.014 0.194 0.116 0.1187
H -14.162440 -25.322530 3.096730 -0.202 -0.018 0.428 0.1073
H -13.174200 -23.964340 3.823280 -0.348 -0.062 0.575 0.0586
H -13.174040 -24.228190 2.145590 0.275 -0.526 -0.114 0.0825
H -18.791610 -21.865420 4.232770 0.100 -0.254 -0.511 0.0860
H -17.896800 -22.998220 5.050090 -0.419 -0.043 0.129 0.0730
C -12.972720 -23.021560 6.882980 -0.498 0.164 0.749 -0.0510
C -11.973670 -21.882430 6.952300 -1.212 0.346 -0.891 -0.4462
C -11.812660 -21.417020 8.419420 -2.063 0.686 -0.216 -0.0958
O -13.162300 -21.138720 9.043910 1.465 -0.554 -1.622 -0.2324
C -13.191540 -20.324990 10.201010 1.215 0.099 -0.098 -0.1137
N -10.676330 -22.189940 6.370670 -0.173 -0.045 0.932 0.0771
H -13.096520 -23.572820 5.950850 0.841 -0.066 -0.113 0.0565
H -13.967220 -22.592810 7.006450 -0.123 -0.120 0.642 0.0706
H -12.705810 -23.651600 7.731460 -0.524 -0.639 -0.227 0.0737
H -12.413400 -21.145500 6.280230 0.044 0.911 0.408 0.1062
H -11.203230 -20.513370 8.429940 0.098 -0.039 0.315 0.1239
H -11.335730 -22.264020 8.912610 0.109 0.145 0.551 0.1251
H -12.709860 -19.361520 10.034220 -0.011 0.302 -0.301 0.0812
H -12.589960 -20.780530 10.987570 -0.324 -0.211 0.404 0.0798
H -14.216720 -20.126190 10.513400 0.020 -0.438 -0.091 0.0844
H -10.267940 -22.797610 7.066410 0.802 -0.283 -0.004 0.0696
H -10.849150 -22.801750 5.585860 0.299 -0.062 -0.401 0.0489
C -17.191140 -19.109000 8.785310 -0.815 0.306 0.682 -0.0579
C -17.879980 -20.086390 7.826700 0.835 0.600 1.001 -0.4118
C -19.377930 -20.284080 8.223690 -0.094 0.454 -0.699 -0.1898
O -19.524900 -20.946770 9.458100 0.272 1.868 0.079 -0.1699
C -20.048230 -22.183550 9.234990 0.603 -2.413 0.470 -0.1563
N -17.735070 -19.572510 6.472530 -1.508 -0.083 -0.766 0.0227
H -17.355890 -19.259220 9.852270 0.019 -0.896 0.027 0.0628
H -17.691610 -18.144740 8.696750 0.394 0.370 -0.625 0.0799
H -16.111900 -19.056920 8.641720 -0.049 0.169 -0.272 0.0667
H -17.282800 -20.998210 7.818740 -0.552 -0.731 0.781 0.1244
H -20.031340 -20.789870 7.512820 0.761 -0.705 -0.743 0.1087
H -19.965860 -19.366550 8.199470 0.724 0.863 0.651 0.1284
H -21.090470 -22.247830 8.922380 -0.191 0.380 -0.038 0.0944
H -19.904690 -22.781680 10.134850 -0.314 0.062 0.216 0.0902
H -19.414060 -22.681050 8.501220 -0.174 -0.401 -0.436 0.0859
H -16.787340 -19.461910 6.141340 0.375 0.036 0.650 0.0524
H -18.050310 -20.378900 5.952470 -0.109 0.138 -0.939 0.0196
C -14.107690 -17.270780 0.702990 0.421 -0.476 -0.925 -0.0280
C -14.562850 -17.478900 2.156450 -1.521 1.658 -2.652 -0.3470
C -13.352390 -17.911970 2.987120 3.136 -1.137 1.469 -0.1287
O -12.835040 -19.168100 2.551410 -1.288 1.902 0.360 -0.0349
C -13.002290 -20.287420 3.377220 0.679 -0.707 0.354 -0.0148
N -15.037390 -16.202510 2.625570 1.409 -1.422 1.176 0.1936
H -14.774790 -16.707690 0.050310 -0.622 -0.163 0.532 0.0958
H -13.929760 -18.219530 0.196710 -0.052 -0.143 0.178 0.0930
H -13.174840 -16.720570 0.579830 0.246 0.018 0.614 0.0950
H -15.368290 -18.212030 2.199860 0.123 -0.150 0.319 0.1548
H -13.414160 -17.827790 4.072100 -1.011 -0.797 0.208 0.1463
H -12.522740 -17.215320 2.866850 -0.075 0.312 -1.066 0.1397
H -13.288880 -20.081530 4.408510 -0.518 0.283 -0.246 0.1026
H -11.996670 -20.699940 3.458880 0.367 -0.235 -0.102 0.1065
H -13.580170 -21.050150 2.855300 -0.383 0.008 0.080 0.1023
H -14.263400 -15.553710 2.616370 -0.060 0.786 -0.535 0.1242
H -15.321180 -16.245470 3.593930 -0.883 0.120 0.269 0.1233